The following is a DFT calculation (the ωB97M-V functional and the def2-TZVPD basis) of a gas-phase ion, C9H22N3 (charge +1) in a non-equilibrium geometry.

Element x y z (Å)
C (-1.2057, -1.2141, -1.8968)
N (-0.1911, -0.2461, -1.6010)
C (0.0730, 0.7059, -2.6792)
C (0.5648, -0.0972, -0.5637)
N (-0.1260, -0.8764, 0.7848)
C (-1.2161, -0.2104, 1.5799)
C (-0.5405, 0.6096, 2.6810)
C (-1.9001, 0.7009, 0.6463)
C (-2.2217, -1.2969, 2.0468)
N (1.9063, 0.2279, -0.4961)
C (2.8214, 0.2791, -1.6520)
C (2.5341, 0.6525, 0.6365)
H (-2.2752, -0.7207, -1.9458)
H (-0.9695, -1.7705, -2.7659)
H (-1.1635, -1.8794, -1.0215)
H (0.6054, 0.1687, -3.4718)
H (-0.8055, 1.0489, -3.0840)
H (0.6109, 1.5995, -2.3707)
H (0.5545, -1.1805, 1.4935)
H (-0.1920, 1.7437, 2.4586)
H (-1.2330, 0.7075, 3.5068)
H (0.3097, 0.0870, 3.1015)
H (-1.3769, 1.6659, 0.5418)
H (-2.8786, 0.9387, 0.8853)
H (-1.9002, 0.1796, -0.2636)
H (-2.7305, -1.0340, 2.9505)
H (-2.8506, -1.5316, 1.1944)
H (-1.7095, -2.1157, 2.2879)
H (3.8719, -0.2014, -1.4072)
H (3.1333, 1.2360, -2.0918)
H (2.3056, -0.4369, -2.2629)
H (1.8816, 0.6800, 1.4923)
H (2.9249, 1.5897, 0.4924)
H (3.3888, -0.0095, 0.7938)

Forces on the atoms, in the same order (eV/Å):
C -2.4 0.2 2.5
N 1.2 2.3 -1.8
C 2.0 -0.8 -0.4
C 0.8 -3.5 5.8
N 1.8 1.3 -2.6
C 0.9 0.8 0.1
C 0.1 1.9 0.7
C 1.1 1.4 -0.6
C -0.1 2.9 -1.3
N -3.4 -0.2 -3.0
C 1.3 -2.1 0.2
C 0.8 -1.2 3.3
H 2.2 -1.0 -0.2
H 0.2 -0.2 -1.1
H -0.5 -0.1 -0.5
H 0.0 0.4 0.0
H -2.4 0.6 -0.8
H 0.2 -0.3 0.3
H 0.3 0.2 -1.1
H -0.8 -2.8 -0.1
H -0.2 0.2 0.3
H 0.3 -0.1 0.1
H 0.0 -0.4 -0.2
H -2.0 0.3 0.8
H -0.6 -0.1 -1.2
H -0.7 0.6 0.2
H -0.4 0.0 0.2
H 2.1 -3.6 0.9
H -2.3 0.7 0.1
H -1.0 0.0 0.2
H 0.6 0.1 -1.5
H -0.1 -0.1 0.3
H 1.0 2.5 -0.2
H 0.0 0.0 0.5

Its largest force on an atom is 0.1331 hartree/bohr. The gap between HOMO and LUMO is 0.3696 hartree. The charge is +1. For the total energy, the calculation gives -520.031995 a.u. The calculation puts the energy above the lowest of the compared OMol25 structures with the same formula, charge and spin at 169.68 kJ/mol. Its LUMO energy is -3.2 eV.

Here are the Mulliken charges for atoms 1 to 6, given in e: C -0.97; N 0.17; C -1.37; C 0.56; N -0.44; C 2.12

The following is a DFT calculation (the ωB97M-V functional and the def2-TZVPD basis) of 2 unconnected molecules or ions with the total composition C9H22N4O2 in a non-equilibrium geometry.

Element x y z (Å)
C (2.0133, 0.4042, 0.2960)
C (0.5103, -0.8331, 1.7835)
C (2.3737, 1.0830, -1.0275)
C (-0.7541, -1.5475, 1.8882)
C (-0.2952, -1.0304, -1.1856)
C (-0.4487, 0.1978, -0.3118)
C (-1.6653, -1.3973, -1.9837)
C (0.7621, 0.0858, 0.6761)
C (0.5461, 2.1128, 2.0351)
N (-0.1753, 2.7151, 1.0353)
N (-0.1015, 1.5622, 3.0601)
N (-1.5108, -2.2312, -3.2663)
N (1.8136, 2.3746, 2.0426)
O (3.0597, 0.1331, 0.9962)
O (1.4241, -0.9680, 2.6481)
H (3.1223, 0.4189, -1.5126)
H (1.4133, 1.1595, -1.5216)
H (2.8290, 2.0657, -0.7255)
H (-0.8983, -1.7890, 2.9751)
H (-1.6499, -0.9867, 1.4635)
H (-0.6812, -2.5762, 1.3470)
H (-0.1714, -1.8640, -0.6199)
H (0.4073, -1.0637, -2.0274)
H (-0.4567, 1.1548, -0.8196)
H (-1.4252, 0.1782, 0.1678)
H (-2.1338, -1.9004, -1.2416)
H (-1.9434, -0.3932, -2.3117)
H (-1.2322, 2.8351, 1.1776)
H (0.2183, 3.5368, 0.6687)
H (0.3619, 1.5253, 3.9881)
H (-1.0754, 1.5201, 3.0412)
H (-0.6211, -1.7791, -3.6672)
H (-2.1720, -2.2284, -4.0626)
H (-1.3359, -3.2231, -3.0876)
H (2.4720, 1.7705, 2.4897)
H (2.9277, -0.5450, 1.6389)
H (2.1992, 3.0633, 1.4147)

Forces on the atoms, in the same order (eV/Å):
C -0.1 0.0 -1.9
C 3.5 1.0 1.3
C -0.1 -0.3 2.0
C -2.0 -2.0 0.4
C -2.2 0.2 -4.3
C 1.6 0.0 -0.1
C 2.4 2.7 -1.4
C -2.8 -1.4 -1.1
C -2.4 2.3 0.0
N -3.0 -0.8 1.2
N 2.3 0.0 1.0
N 2.6 1.0 -0.3
N 1.6 0.7 0.6
O 2.3 0.8 -0.7
O -1.7 -0.3 -1.3
H -0.5 0.7 0.1
H 0.5 0.5 -0.8
H -0.3 -0.8 -0.9
H -0.1 0.1 -1.1
H 1.2 -1.0 0.9
H -0.1 1.7 0.9
H 1.1 -2.3 1.8
H 0.8 0.8 0.8
H 0.2 -0.1 -0.5
H 0.2 0.0 0.2
H -2.8 -1.3 1.5
H -1.2 -0.6 0.1
H 2.4 -0.3 -0.1
H 0.6 1.0 -0.7
H -0.5 -0.3 -1.1
H -1.6 -0.1 0.1
H -1.3 -1.4 0.2
H -0.4 0.6 0.9
H 0.3 0.1 0.1
H 0.3 -0.2 0.5
H -0.7 -1.0 1.6
H 0.0 -0.2 0.0

Its largest force on an atom is 0.0937 hartree/bohr. The gap between HOMO and LUMO is 0.3422 hartree. The charge is +2. For the total energy, the calculation gives -725.004850 a.u. The calculation puts the energy above the lowest of the compared OMol25 structures with the same formula, charge and spin at 139.06 kJ/mol. Its LUMO energy is -6.0 eV.

Here are the Mulliken charges for atoms 1 to 6, given in e: C 0.25; C 1.21; C -1.18; C -1.20; C -0.65; C -2.59

The following is a DFT calculation (the ωB97M-V functional and the def2-TZVPD basis) of a gas-phase ion, C9H22N6OP (charge +1) in a non-equilibrium geometry.

Element x y z (Å)
C (1.3578, -2.8431, 2.8824)
N (0.7789, -2.0282, 1.8128)
C (1.5111, -1.3232, 0.9465)
N (0.7535, -0.6985, 0.0760)
C (-0.5120, -0.9929, 0.3725)
N (-1.5486, -0.5608, -0.2994)
N (-2.8603, -0.9484, -0.0123)
C (-1.3194, 0.3225, -1.4595)
C (-0.7382, 1.7101, -1.1163)
C (0.5092, 1.9792, -1.9728)
C (0.8926, 3.4524, -2.0319)
C (2.1526, 3.6505, -2.8713)
N (1.9400, 3.3645, -4.2948)
N (-0.5473, -1.8363, 1.4956)
P (-1.8704, -2.5907, 2.3901)
C (-1.4561, -2.2994, 4.1467)
O (-1.5617, -4.1906, 2.1852)
H (0.9455, -3.8443, 2.9152)
H (1.1867, -2.3950, 3.8557)
H (2.4246, -2.8534, 2.7175)
H (2.5836, -1.2780, 0.9714)
H (-3.4973, -0.4897, -0.6439)
H (-3.1172, -0.7509, 0.9468)
H (-0.6349, -0.1955, -2.1223)
H (-2.2491, 0.4467, -2.0022)
H (-0.4125, 1.7081, -0.0801)
H (-1.4473, 2.5047, -1.3142)
H (0.2499, 1.6559, -2.9824)
H (1.3323, 1.3380, -1.6721)
H (1.0422, 3.8451, -1.0304)
H (0.0860, 3.9934, -2.5269)
H (2.5402, 4.6585, -2.7608)
H (2.8956, 2.9507, -2.4859)
H (1.0073, 3.0289, -4.4819)
H (2.5790, 2.6634, -4.6347)
H (-0.6714, -1.5659, 4.3027)
H (-1.0888, -3.2347, 4.5716)
H (-2.3482, -2.0382, 4.6984)
H (-0.8878, -4.3148, 1.5090)

Forces on the atoms, in the same order (eV/Å):
C -0.6 0.3 0.4
N 2.0 0.1 -0.1
C -1.4 -0.1 0.0
N 0.8 0.6 -0.7
C -0.5 -1.2 1.1
N -0.2 0.9 -0.5
N -0.1 -0.7 0.3
C 0.4 0.4 0.1
C 0.9 -0.5 -0.2
C -0.8 0.1 -0.4
C 0.3 -0.4 -0.5
C 0.0 -0.5 0.0
N 0.0 0.1 0.0
N -0.2 0.0 0.1
P -1.6 0.4 -0.2
C 0.9 -0.8 0.0
O 0.5 0.5 0.1
H 0.0 -0.2 -0.2
H 0.0 0.1 0.0
H 0.2 -0.2 -0.2
H 0.2 -0.1 0.1
H 0.1 0.1 -0.1
H 0.0 0.2 0.1
H 0.1 -0.1 -0.1
H -0.3 -0.3 0.1
H -0.3 0.3 0.3
H -0.3 0.1 0.3
H 0.1 0.0 -0.2
H 0.2 0.0 0.3
H 0.0 0.2 0.1
H -0.2 0.2 0.2
H 0.0 0.2 0.1
H 0.3 0.1 0.1
H -0.1 0.0 0.0
H 0.1 0.0 -0.1
H -0.2 0.3 0.0
H 0.0 -0.1 0.1
H -0.2 0.3 -0.1
H -0.1 -0.4 -0.2

Its largest force on an atom is 0.0381 hartree/bohr. The gap between HOMO and LUMO is 0.2971 hartree. The charge is +1. For the total energy, the calculation gives -1100.990651 a.u. Its LUMO energy is -3.0 eV.

Here are the Mulliken charges for atoms 1 to 6, given in e: C -0.72; N 0.07; C -0.04; N -0.30; C 0.52; N 0.34

Q: LUMO energy of number 3 (C9H22N6OP)?
A: -3.0 eV

Q: What is the formula in the third record?
A: C9H22N6OP

Q: Number 2 is which compound?
A: C9H22N4O2

Q: What is the gap between HOMO and LUMO in the first record?
A: 0.3696 hartree